# 1
# C4H14NO

A cluster of 2 separate species, C4H14NO in total at a distorted geometry (the ωB97M-V functional and the def2-TZVPD basis, the OMol25 dataset).

Last column: natural (NBO) charge in e.
CARTESIAN COORDINATES (ANGSTROEM)
C -0.842 0.090 0.743  -0.16
C -0.541 1.074 -0.285  -0.26
C -1.759 1.106 -1.311  -0.61
C 0.820 0.718 -1.154  -0.63
N 0.406 0.193 1.811  -0.73
H -0.929 -0.944 0.373  0.24
H -1.712 0.139 1.452  0.23
H -0.334 1.902 0.281  0.20
H -1.921 0.040 -1.774  0.22
H -1.451 1.667 -2.151  0.23
H -2.731 1.555 -0.825  0.24
H 1.736 0.357 -0.606  0.20
H 0.379 0.021 -1.835  0.23
H 1.243 1.611 -1.699  0.25
H 0.664 -0.739 2.191  0.46
H 0.082 0.734 2.667  0.44
H 1.214 0.625 1.328  0.45
H 1.028 -3.390 -0.128  0.49
H 2.036 -2.252 -0.645  0.49
O 1.473 -2.576 0.092  -0.98

Computed properties:
orbital gap: 11.83 eV
net charge: +1
HOMO: -0.5591 Ha
total energy: -290.50858 Eh
molecular weight: 92.16 g/mol
ΔE to the lowest compared entry with this formula, charge and spin: 41.8 kcal/mol

# 2
# C6H10FNO2

The molecule C6H10FNO2 at a distorted geometry (the ωB97M-V functional and the def2-TZVPD basis, the OMol25 dataset).

Last column: natural (NBO) charge in e.
CARTESIAN COORDINATES (ANGSTROEM)
C -1.602 -0.725 -0.402  -0.41
N -0.316 -0.529 0.233  -0.48
C 0.850 -0.350 -0.572  -0.22
C 1.354 1.052 -0.243  -0.48
C 0.339 1.716 0.655  0.21
F -0.453 2.550 -0.028  -0.35
C -0.415 0.442 1.288  -0.21
C 0.190 -0.032 2.601  0.78
O 0.249 0.635 3.590  -0.55
O 0.441 -1.339 2.638  -0.68
H -2.204 0.264 -0.501  0.17
H -1.501 -1.254 -1.369  0.21
H -2.278 -1.246 0.260  0.19
H 0.695 -0.566 -1.695  0.21
H 1.572 -1.054 -0.183  0.19
H 2.355 0.923 0.286  0.23
H 1.649 1.725 -1.147  0.24
H 0.791 2.387 1.438  0.19
H -1.429 0.671 1.303  0.24
H 0.002 -1.866 1.916  0.51

Computed properties:
orbital gap: 9.59 eV
net charge: 0
HOMO: -0.3305 Ha
total energy: -539.69417 Eh
molecular weight: 147.15 g/mol
SMILES: CN1CC[C@@H](F)[C@@H]1C(=O)O
ΔE to the lowest compared entry with this formula, charge and spin: 19.9 kcal/mol

# 3
# C25H75F3N25O16

A cluster of 15 separate species, C25H75F3N25O16 in total at a distorted geometry (the ωB97M-V functional and the def2-TZVPD basis, the OMol25 dataset).

Last column: Mulliken spin population.
CARTESIAN COORDINATES (ANGSTROEM)
O -4.488 -0.716 2.123  -0.06
H -4.669 -1.500 2.647  0.01
H -3.582 -0.401 2.089  0.01
H -5.021 -0.675 1.326  0.02
C 1.954 4.893 4.897  0.00
O 3.232 4.271 4.855  0.00
O 2.038 5.469 6.161  0.00
C 1.528 5.905 3.665  -0.01
F 0.922 7.060 3.934  0.00
F 2.514 6.250 2.861  0.00
F 0.596 5.194 2.916  0.00
C 3.435 3.459 3.671  -0.01
C 4.761 3.892 3.194  0.00
H 4.978 4.032 2.136  0.00
H 4.900 4.905 3.571  0.00
H 5.496 3.205 3.613  0.00
H 2.745 3.327 2.837  0.00
H 3.479 2.484 4.157  0.00
H 1.273 4.042 4.921  0.00
C -2.176 -2.550 0.305  0.01
C -0.895 -2.250 1.158  -0.06
C 0.338 -2.672 0.376  -0.01
C 0.901 -1.754 -0.630  0.01
C 0.951 -0.286 -0.192  -0.07
C -0.259 0.194 0.620  0.06
N -0.667 -0.816 1.692  0.03
O -1.694 -0.247 2.528  0.00
C -1.399 0.486 -0.447  -0.27
C 0.267 1.499 1.260  0.01
C -0.892 -3.242 2.447  0.00
H -2.026 -2.426 -0.768  0.01
H -3.039 -2.007 0.689  0.00
H -2.509 -3.565 0.525  0.00
H 0.165 -3.601 -0.166  0.01
H 1.155 -3.004 1.016  0.00
H 0.347 -1.804 -1.568  0.00
H 1.910 -2.021 -0.944  0.01
H 1.240 0.354 -1.026  0.04
H 1.803 -0.152 0.475  0.01
H -1.079 1.402 -0.941  0.17
H -2.354 0.622 0.062  0.01
H -1.617 -0.242 -1.229  -0.02
H 0.728 2.011 0.415  0.06
H 0.988 1.242 2.036  0.01
H -0.530 2.113 1.680  -0.01
H -1.823 -3.107 2.997  0.02
H -0.096 -2.886 3.101  0.00
H -0.777 -4.216 1.971  0.00
C 1.745 -0.334 4.323  0.00
O 2.475 0.216 5.093  0.00
N 1.951 -0.545 3.111  0.00
N 0.564 -0.699 4.658  0.00
H 2.818 -0.176 2.747  0.00
H 1.161 -0.872 2.573  0.00
H 0.311 -0.743 5.635  0.00
H -0.065 -0.904 3.896  0.00
C 4.479 -3.232 -2.519  0.00
O 4.250 -2.499 -3.442  0.00
N 4.673 -2.823 -1.308  0.00
N 4.617 -4.526 -2.729  0.00
H 4.885 -3.447 -0.542  0.00
H 4.705 -1.817 -1.228  0.00
H 4.332 -5.212 -2.046  0.00
H 4.483 -4.664 -3.720  0.00
C -2.922 0.026 -4.413  0.59
O -2.916 -1.107 -4.782  -0.11
N -2.087 0.738 -3.691  -0.28
N -3.892 0.814 -4.575  -0.25
H -1.297 0.349 -3.197  -0.02
H -2.180 1.738 -3.797  0.13
H -4.771 0.375 -4.809  0.02
H -4.117 1.568 -3.941  0.04
C -1.652 2.803 4.326  0.00
O -1.603 4.009 4.530  0.00
N -0.660 2.028 4.648  0.00
N -2.527 2.208 3.677  -0.01
H 0.270 2.341 4.885  0.00
H -0.836 1.087 4.327  0.00
H -3.407 2.551 3.318  0.00
H -2.379 1.219 3.534  0.00
C 1.480 -5.950 -1.171  0.00
O 0.958 -6.258 -2.260  0.00
N 2.113 -4.891 -0.909  0.00
N 1.595 -6.717 -0.117  0.00
H 2.593 -4.976 -0.024  0.00
H 1.904 -3.962 -1.248  0.00
H 1.972 -6.566 0.807  0.00
H 1.145 -7.617 -0.198  0.00
C 2.784 -4.221 2.972  0.00
O 2.492 -5.083 2.146  0.00
N 2.406 -4.239 4.167  0.00
N 3.436 -3.149 2.771  0.00
H 2.587 -3.747 5.030  0.00
H 1.756 -5.010 4.114  0.00
H 3.726 -2.959 1.822  0.00
H 3.263 -2.440 3.469  0.00
C -3.798 4.005 -3.369  2.12
O -4.934 3.490 -3.404  -0.64
N -3.388 5.049 -4.002  0.59
N -2.777 3.482 -2.807  -1.07
H -4.107 5.464 -4.579  -0.22
H -2.479 5.489 -3.996  -0.55
H -3.096 3.117 -1.921  0.07
H -1.947 3.972 -3.109  0.20
C 0.330 -2.334 -4.332  0.10
O 0.138 -1.188 -4.065  0.05
N 1.375 -3.068 -4.104  -0.01
N -0.691 -3.006 -4.817  -0.01
H 1.292 -4.072 -4.037  0.00
H 2.251 -2.566 -4.065  0.00
H -1.416 -2.407 -5.185  0.00
H -0.600 -3.832 -5.391  0.00
C 3.176 0.322 -4.814  0.15
O 4.329 0.676 -4.977  -0.03
N 2.575 0.294 -3.690  -0.13
N 2.380 -0.222 -5.657  -0.04
H 1.649 -0.103 -3.751  -0.01
H 3.016 0.585 -2.829  0.03
H 1.451 -0.262 -5.261  -0.02
H 2.799 -0.345 -6.567  0.00
C -4.124 3.874 0.845  0.23
O -4.318 3.082 1.797  -0.03
N -3.086 3.760 -0.017  0.08
N -4.829 4.892 0.587  -0.02
H -2.488 3.064 0.405  -0.04
H -2.970 4.422 -0.771  -0.05
H -4.379 5.397 -0.163  -0.01
H -5.350 5.370 1.308  -0.01
C -5.496 -2.864 -0.649  0.22
O -5.930 -2.115 0.196  -0.07
N -5.028 -4.040 -0.444  -0.04
N -5.311 -2.468 -1.830  -0.05
H -5.283 -4.492 0.423  -0.02
H -4.586 -4.633 -1.132  -0.01
H -5.738 -1.562 -1.958  0.00
H -4.912 -2.990 -2.597  0.00
C 2.355 4.266 -1.321  0.82
O 2.990 4.248 -0.315  -0.17
N 1.428 3.409 -1.548  -0.30
N 2.564 5.058 -2.316  -0.05
H 1.226 2.610 -0.964  0.04
H 0.912 3.554 -2.405  -0.05
H 3.363 5.674 -2.370  -0.03
H 1.787 5.086 -2.960  -0.14

Computed properties:
orbital gap (spin up / spin down): 1.57 / 3.14 eV
net charge: -2
HOMO (spin up / spin down): 0.0331 / -0.0277 Ha
spin multiplicity: 2
total energy: -3869.82836 Eh
molecular weight: 1039.03 g/mol